Entry 1:
ORCA calculation (ωB97M-V/def2-TZVPD) on a structure of composition C14H12F5N3OOsS2Te.

Each line ends with the natural charge from an NBO analysis.
Positions of all 39 atoms, in Å:
Os: -0.70 -0.15 0.44  1.116
S: 2.31 0.20 -1.16  0.452
C: 0.96 0.02 -0.51  -0.158
C: -4.85 -1.43 -1.35  -0.410
N: -4.63 -0.17 -0.68  -0.349
C: -5.75 0.59 -0.09  -0.225
C: -5.03 1.77 0.57  -0.230
N: -3.71 1.73 -0.08  -0.534
C: -3.54 0.55 -0.64  0.415
S: -2.00 0.05 -1.38  0.191
H: -5.41 -2.09 -0.70  0.229
H: -3.89 -1.90 -1.58  0.229
H: -5.41 -1.28 -2.28  0.221
H: -6.29 -0.04 0.62  0.232
H: -6.43 0.90 -0.88  0.216
H: -4.89 1.63 1.65  0.237
H: -5.52 2.72 0.39  0.234
H: -2.94 2.23 0.36  0.467
F: 0.10 -0.61 2.17  -0.590
Te: -0.66 2.02 2.90  2.561
F: -2.38 -0.11 1.55  -0.678
F: -2.39 2.73 2.26  -0.720
F: -0.22 3.82 2.84  -0.611
F: 1.22 1.78 3.04  -0.667
O: -0.41 1.63 1.05  -0.936
N: 1.19 -9.87 0.11  -0.207
C: 0.95 -8.74 0.11  0.231
C: 0.65 -7.34 0.12  -0.069
C: -0.17 -6.81 -0.88  -0.163
C: -0.46 -5.47 -0.88  -0.143
C: 0.07 -4.64 0.13  -0.051
C: 0.89 -5.19 1.14  -0.130
C: 1.18 -6.53 1.13  -0.171
C: -0.22 -3.28 0.15  0.048
C: -0.48 -2.07 0.24  -0.028
H: -0.56 -7.46 -1.65  0.250
H: -1.08 -5.04 -1.65  0.236
H: 1.28 -4.54 1.91  0.248
H: 1.80 -6.97 1.90  0.254

The value obtained for the HOMO-LUMO gap (spin up / spin down) is 6.278 / 5.837 eV. Its total charge is +1. As for the multiplicity: 2. The energy above the lowest of the compared OMol25 structures with the same formula, charge and spin comes out at 0.0 kcal/mol.

Entry 2:
ORCA calculation (ωB97M-V/def2-TZVPD) on a structure of composition C14H12FN2O8S2 in a non-equilibrium geometry.

Each line ends with the natural charge from an NBO analysis.
Positions of all 39 atoms, in Å:
C: -4.30 1.25 1.23  -0.631
C: -3.18 2.13 0.74  -0.070
O: -1.93 1.40 0.82  -0.496
C: -1.13 1.48 -0.23  0.842
C: 0.29 0.58 -0.23  -0.057
F: 0.51 0.18 -1.59  -0.379
S: -1.02 -1.33 0.00  1.677
C: -0.18 -2.64 -0.86  -0.199
C: -0.53 -2.86 -2.18  -0.235
C: -0.04 -3.99 -2.80  -0.217
C: 0.76 -4.91 -2.10  -0.245
C: 1.04 -4.68 -0.75  -0.216
C: 0.56 -3.54 -0.10  -0.251
O: -0.94 -1.52 1.44  -0.984
O: -2.21 -0.99 -0.74  -1.031
O: -1.26 2.29 -1.13  -0.617
H: -5.23 1.82 1.20  0.201
H: -4.40 0.39 0.58  0.242
H: -4.12 0.92 2.26  0.215
H: -3.32 2.43 -0.30  0.209
H: -3.05 3.01 1.38  0.176
H: -1.17 -2.16 -2.69  0.239
H: -0.28 -4.16 -3.84  0.199
H: 1.13 -5.80 -2.59  0.200
H: 1.64 -5.39 -0.19  0.199
H: 0.74 -3.35 0.94  0.239
O: 4.05 5.14 0.20  -0.386
N: 3.12 4.51 -0.34  0.483
O: 2.49 4.89 -1.38  -0.423
C: 2.68 3.30 0.19  -0.192
C: 2.98 2.53 1.27  -0.160
C: 2.16 1.43 1.39  -0.031
N: 2.26 0.53 2.50  0.494
O: 1.50 -0.46 2.56  -0.344
O: 3.13 0.76 3.39  -0.426
C: 1.20 1.44 0.30  -0.224
S: 1.46 2.66 -0.84  0.661
H: 3.80 2.82 1.95  0.265
H: 0.78 -0.10 0.56  0.273

The value obtained for the HOMO-LUMO gap is 3.504 eV. Its total charge is -1. The energy above the lowest of the compared OMol25 structures with the same formula, charge and spin comes out at 96.9 kcal/mol.

Entry 3:
ORCA calculation (ωB97M-V/def2-TZVPD) on a structure of composition C14H12IrN2O5Se.

Each line ends with the natural charge from an NBO analysis.
Positions of all 35 atoms, in Å:
Ir: 0.09 -0.09 0.35  1.371
O: 2.21 -0.41 -3.21  -0.430
C: 1.55 0.07 -2.33  0.811
O: 1.65 0.04 -1.06  -0.735
C: 0.30 0.99 -2.89  -0.295
C: 0.02 2.16 -1.94  0.079
C: -0.92 3.14 -2.64  -0.428
C: -2.26 2.36 -2.63  -0.431
C: -1.86 1.06 -1.93  0.093
O: -0.87 1.53 -0.97  -0.569
C: -1.00 0.24 -2.88  -0.314
C: -0.81 -1.30 -2.31  0.810
O: -0.73 -2.12 -3.18  -0.436
O: -0.83 -1.39 -1.04  -0.739
H: 0.63 1.29 -3.88  0.277
H: 0.89 2.58 -1.44  0.241
H: -0.99 4.06 -2.05  0.242
H: -0.57 3.40 -3.64  0.237
H: -3.02 2.88 -2.04  0.242
H: -2.66 2.18 -3.62  0.237
H: -2.65 0.53 -1.41  0.240
H: -1.43 0.09 -3.87  0.278
Se: -0.54 1.19 3.55  1.066
N: 0.05 -0.07 2.41  -0.830
C: 0.52 -1.10 3.13  0.231
C: 1.09 -2.29 2.61  -0.265
C: 1.51 -3.23 3.50  -0.122
C: 1.41 -3.04 4.92  -0.187
C: 0.88 -1.92 5.45  -0.177
C: 0.42 -0.90 4.55  0.084
N: -0.13 0.24 4.94  -0.548
H: 1.17 -2.45 1.54  0.233
H: 1.95 -4.15 3.13  0.241
H: 1.77 -3.82 5.57  0.242
H: 0.80 -1.77 6.52  0.251

The value obtained for the HOMO-LUMO gap (spin up / spin down) is 7.680 / 5.617 eV. Its total charge is +1. As for the multiplicity: 5.

Entry 4:
ORCA calculation (ωB97M-V/def2-TZVPD) on a structure of composition C14H12N4O7PdSe in a non-equilibrium geometry.

Each line ends with the natural charge from an NBO analysis.
Positions of all 39 atoms, in Å:
Pd: -1.54 1.37 -0.37  0.933
C: -2.68 -0.38 -0.99  -0.614
C: -2.08 -1.40 -0.19  0.018
C: -1.01 -2.20 -0.66  -0.248
C: -0.48 -3.21 0.09  -0.151
C: -0.98 -3.50 1.38  -0.280
C: -2.02 -2.68 1.88  -0.161
C: -2.55 -1.68 1.13  -0.145
C: -0.50 -4.58 2.11  0.323
N: -0.12 -5.50 2.69  -0.418
H: -3.72 -0.14 -0.74  0.209
H: -2.51 -0.47 -2.07  0.198
H: -0.61 -1.99 -1.65  0.213
H: 0.34 -3.82 -0.29  0.206
H: -2.40 -2.87 2.88  0.206
H: -3.33 -1.04 1.53  0.212
N: 3.44 0.23 1.41  -0.815
C: 3.84 0.36 0.14  0.652
O: 4.97 0.13 -0.27  -0.686
C: 2.73 0.81 -0.76  -0.170
C: 2.99 1.77 -1.73  -0.130
C: 1.93 2.23 -2.51  -0.275
C: 0.67 1.69 -2.31  0.062
N: 0.43 0.72 -1.42  -0.477
C: 1.44 0.31 -0.65  0.077
H: 4.13 0.02 2.12  0.377
H: 2.55 0.66 1.74  0.466
H: 3.99 2.15 -1.85  0.215
H: 2.08 2.99 -3.26  0.203
H: -0.18 2.02 -2.90  0.220
H: 1.20 -0.48 0.05  0.223
O: -0.14 2.93 0.58  -1.098
Se: -0.15 2.07 1.97  2.811
O: -0.64 2.94 3.21  -1.098
O: -1.11 0.77 1.73  -1.117
O: 1.35 1.53 2.30  -1.161
O: -3.56 2.60 -0.46  -0.509
N: -3.42 3.00 -1.64  0.288
O: -2.35 2.64 -2.20  -0.559

The value obtained for the HOMO-LUMO gap (spin up / spin down) is 6.576 / 6.823 eV. Its total charge is -2.

Entry 5:
ORCA calculation (ωB97M-V/def2-TZVPD) on an isolated molecule of C14H12O3 in a non-equilibrium geometry.

Each line ends with the natural charge from an NBO analysis.
Positions of all 29 atoms, in Å:
C: -0.71 -2.87 4.18  -0.670
C: -0.83 -1.85 3.18  0.427
C: 0.32 -1.27 2.66  -0.393
C: 0.12 -0.58 1.39  0.386
O: 1.25 -0.10 0.76  -0.468
C: 1.14 0.52 -0.49  0.383
C: 2.30 1.06 -1.01  -0.275
C: 2.17 1.73 -2.29  -0.169
C: 0.96 1.91 -2.96  -0.046
C: 0.82 2.81 -4.10  -0.624
C: -0.17 1.31 -2.38  -0.128
C: -0.13 0.76 -1.11  -0.219
C: -1.28 0.10 -0.51  0.525
O: -2.33 -0.09 -1.12  -0.589
C: -1.11 -0.46 0.84  -0.260
C: -2.15 -1.29 1.39  -0.068
O: -2.10 -1.51 2.76  -0.486
H: -1.06 -2.47 5.07  0.234
H: -1.39 -3.67 3.88  0.238
H: 0.34 -3.20 4.22  0.231
H: 1.30 -1.53 3.03  0.237
H: 3.29 1.08 -0.49  0.237
H: 3.09 2.17 -2.71  0.210
H: -0.12 2.59 -4.70  0.219
H: 1.64 2.63 -4.78  0.218
H: 0.84 3.79 -3.77  0.224
H: -1.13 1.54 -2.91  0.233
H: -1.96 -2.30 0.83  0.161
H: -3.10 -0.83 1.13  0.231

The value obtained for the HOMO-LUMO gap is 8.219 eV. Its total charge is 0. The energy above the lowest of the compared OMol25 structures with the same formula, charge and spin comes out at 35.3 kcal/mol. As for the SMILES: CC1=Cc2oc3ccc(C)cc3c(=O)c2CO1.

Entry 6:
ORCA calculation (ωB97M-V/def2-TZVPD) on a structure of composition C14H13BrCrF6O in a non-equilibrium geometry.

Each line ends with the natural charge from an NBO analysis.
Positions of all 36 atoms, in Å:
C: -1.29 -0.88 -1.90  -0.321
C: -1.48 -1.92 -0.93  -0.243
C: -2.06 -1.35 0.24  -0.259
H: -1.24 -2.98 -1.07  0.253
C: -2.26 0.05 -0.01  -0.226
C: -1.78 0.34 -1.33  -0.301
H: -1.83 1.32 -1.80  0.243
H: -0.86 -1.01 -2.90  0.241
H: -2.34 -1.87 1.14  0.250
H: -2.75 0.75 0.65  0.259
Cr: -0.06 -0.37 -0.23  0.822
Br: 1.01 -2.25 0.93  -0.485
C: 2.06 1.19 0.48  -0.238
C: 1.16 1.91 -0.34  -0.284
C: 1.02 1.20 -1.58  -0.344
H: 0.73 2.89 -0.11  0.226
C: 1.82 0.00 -1.50  -0.372
C: 2.50 0.03 -0.23  -0.270
H: 3.28 -0.65 0.10  0.231
H: 2.40 1.48 1.46  0.233
H: 0.50 1.57 -2.47  0.214
H: 1.96 -0.73 -2.29  0.224
C: -1.93 -0.05 3.42  -0.662
C: -0.86 1.00 3.06  0.183
O: -0.31 0.85 1.88  -0.853
C: -1.52 2.46 3.10  0.941
F: -2.20 2.69 4.26  -0.351
F: -0.63 3.46 2.94  -0.329
F: -2.43 2.56 2.08  -0.351
C: 0.26 0.89 4.21  0.937
F: -0.24 1.09 5.47  -0.356
F: 0.77 -0.38 4.19  -0.332
F: 1.29 1.75 4.04  -0.330
H: -2.77 0.01 2.72  0.202
H: -2.28 0.13 4.44  0.212
H: -1.48 -1.04 3.33  0.235

The value obtained for the HOMO-LUMO gap (spin up / spin down) is 6.389 / 6.977 eV. Its total charge is -1. As for the multiplicity: 4. The energy above the lowest of the compared OMol25 structures with the same formula, charge and spin comes out at 0.0 kcal/mol.

Entry 7:
ORCA calculation (ωB97M-V/def2-TZVPD) on a structure of composition C14H13N2O5RuSSbSe4.

Each line ends with the natural charge from an NBO analysis.
Positions of all 41 atoms, in Å:
Ru: 0.58 0.41 -0.87  0.754
O: -1.06 -1.05 6.39  -0.665
C: -1.90 -1.60 5.48  0.775
O: -2.83 -2.25 5.85  -0.562
C: -1.59 -1.35 4.04  -0.202
C: -0.73 -0.35 3.59  -0.180
C: -0.49 -0.17 2.23  -0.188
C: -1.12 -0.98 1.29  0.145
C: -1.99 -1.98 1.75  -0.241
C: -2.23 -2.15 3.10  -0.143
N: -0.85 -0.78 -0.08  -0.466
C: -1.55 -1.44 -1.02  -0.005
C: -1.11 -1.32 -2.34  0.107
C: -1.72 -1.91 -3.47  -0.209
C: -1.18 -1.71 -4.71  -0.160
C: -0.02 -0.91 -4.85  -0.285
C: 0.53 -0.35 -3.74  0.065
N: 0.01 -0.54 -2.51  -0.419
H: -0.31 -0.64 5.95  0.481
H: -0.25 0.33 4.27  0.204
H: 0.17 0.62 1.91  0.233
H: -2.48 -2.66 1.06  0.211
H: -2.90 -2.92 3.44  0.242
H: -2.41 -2.04 -0.78  0.204
H: -2.61 -2.52 -3.34  0.226
H: -1.64 -2.16 -5.58  0.224
H: 0.43 -0.74 -5.82  0.231
H: 1.42 0.26 -3.78  0.228
C: 1.13 4.50 -0.75  -0.895
S: 0.79 2.80 -0.80  2.327
O: 1.77 2.13 -1.73  -0.950
O: 1.01 2.21 0.54  -0.929
O: -0.58 2.54 -1.27  -0.936
H: 2.15 4.61 -0.37  0.284
H: 0.41 4.96 -0.07  0.267
H: 1.02 4.89 -1.76  0.264
Se: 5.05 1.18 -2.60  -0.124
Sb: 4.19 1.06 -0.26  0.876
Se: 2.42 -0.81 -0.29  -0.084
Se: 5.97 -0.23 0.91  -0.188
Se: 4.51 3.06 0.99  -0.520

The value obtained for the HOMO-LUMO gap (spin up / spin down) is 5.391 / 5.579 eV. Its total charge is 0. As for the multiplicity: 5. The energy above the lowest of the compared OMol25 structures with the same formula, charge and spin comes out at 25.4 kcal/mol.

Entry 8:
ORCA calculation (ωB97M-V/def2-TZVPD) on an isolated molecule of C14H13N3O in a non-equilibrium geometry.

Each line ends with the natural charge from an NBO analysis.
Positions of all 31 atoms, in Å:
C: -1.96 1.07 -1.37  -0.636
C: -0.65 0.42 -1.04  0.210
N: -0.39 0.23 0.19  -0.237
N: 0.77 -0.31 0.60  -0.448
C: 1.11 -0.48 1.91  0.654
O: 2.22 -0.87 2.20  -0.585
C: 0.06 -0.18 2.92  -0.109
C: 0.45 0.42 4.12  -0.215
C: -0.52 0.68 5.07  0.030
N: -1.80 0.37 4.92  -0.405
C: -2.16 -0.22 3.79  0.025
C: -1.28 -0.52 2.76  -0.203
C: 0.23 0.05 -2.17  -0.042
C: 0.62 0.99 -3.12  -0.206
C: 1.45 0.63 -4.17  -0.205
C: 1.88 -0.68 -4.29  -0.202
C: 1.49 -1.63 -3.36  -0.202
C: 0.67 -1.27 -2.31  -0.236
H: -1.79 2.02 -1.89  0.219
H: -2.51 1.25 -0.46  0.237
H: -2.54 0.43 -2.03  0.222
H: 1.51 -0.52 -0.08  0.392
H: 1.48 0.68 4.28  0.235
H: -0.26 1.15 6.01  0.194
H: -3.21 -0.47 3.72  0.192
H: -1.63 -1.01 1.87  0.229
H: 0.30 2.02 -3.02  0.215
H: 1.75 1.37 -4.89  0.218
H: 2.52 -0.96 -5.12  0.218
H: 1.82 -2.65 -3.46  0.220
H: 0.35 -2.02 -1.60  0.222

The value obtained for the HOMO-LUMO gap is 9.532 eV. Its total charge is 0. The energy above the lowest of the compared OMol25 structures with the same formula, charge and spin comes out at 18.3 kcal/mol. As for the SMILES: C/C(=N/NC(=O)c1ccncc1)c1ccccc1.

| no. | total energy (eV) |
| --- | --- |
| 1 | -66240.677 |
| 2 | -58450.373 |
| 3 | -96104.133 |
| 4 | -103828.750 |
| 5 | -20853.520 |
| 6 | -131547.557 |
| 7 | -309285.878 |
| 8 | -21246.209 |